One molecule with the formula C4H5N at a distorted geometry. Source: OMol25; level of theory: ωB97M-V with the def2-TZVPD basis set.

Output
Charge   0
Largest force on an atom   5.51 eV/Å
E_HOMO   -8.19 eV
SMILES   c1cc[nH]c1
M   67.09 g mol⁻¹
Frontier orbital gap   9.24 eV

```
10
Properties=species:S:1:pos:R:3:forces:R:3
C 0.3455 1.0305 0.6534 -0.559 -1.801 0.747
C -0.8925 0.3404 0.5020 -2.322 1.138 0.610
C -0.8548 -0.6094 -0.4939 -0.695 0.578 1.749
C 1.1150 0.2242 -0.1716 -1.414 0.892 0.932
H 0.4502 1.7674 1.5418 0.644 -1.302 -2.263
H -1.7626 0.6100 1.1599 0.625 -0.380 -1.260
H -1.7390 -1.0965 -0.8492 0.252 -0.712 -0.387
H 0.8017 -1.6783 -1.1263 0.252 1.297 -0.082
H 2.0711 0.1471 -0.3308 5.480 0.418 -0.362
N 0.4654 -0.7355 -0.8853 -2.263 -0.129 0.316
```
Forces are in eV/Å.


C24H32N2OOsSSi as an isolated structure at a distorted geometry. Source: OMol25; level of theory: ωB97M-V with the def2-TZVPD basis set.

Output
Charge   0
Largest force on an atom   2.20 eV/Å
E_HOMO   -7.10 eV
M   614.92 g mol⁻¹
Frontier orbital gap   6.41 eV

```
62
Properties=species:S:1:pos:R:3:forces:R:3
Os 0.4886 -0.8209 0.0275 0.158 0.417 -2.154
S 4.5534 -2.4817 0.9416 0.247 -0.116 0.043
C 4.7295 -1.6105 -0.5203 0.041 0.032 -0.074
C 3.5666 -1.0339 -0.9343 -0.054 0.085 0.067
C 2.4772 -1.2748 -0.0394 0.055 -0.178 0.521
C 2.8977 -2.0488 1.0150 -0.252 -0.318 0.304
C 1.9209 -2.4747 2.0006 0.085 -0.018 -0.163
C 2.1700 -3.0867 3.2222 0.019 -0.106 -0.004
C 1.1065 -3.3906 4.0503 0.085 -0.052 0.146
C -0.1936 -3.0923 3.6608 -0.042 -0.032 -0.019
C -0.3825 -2.4820 2.4418 0.192 -0.007 -0.023
N 0.6456 -2.1827 1.6362 0.029 0.227 0.338
H 5.6919 -1.5788 -1.0086 -0.027 0.009 0.019
H 3.4949 -0.4472 -1.8405 0.007 -0.014 0.057
H 3.1901 -3.3024 3.5118 -0.034 -0.011 0.007
H 1.2896 -3.8551 5.0114 0.005 -0.004 -0.027
H -1.0449 -3.3269 4.2830 0.024 -0.011 0.018
H -1.3561 -2.2215 2.0564 -0.031 0.068 0.022
C -3.4745 -3.0719 0.5973 0.029 -0.242 0.249
Si -2.9322 -1.6641 -0.5001 0.454 0.044 0.222
C -3.1765 -2.2181 -2.2500 0.114 -0.062 -0.447
C -4.0573 -0.2260 -0.1897 -0.140 0.379 0.052
O -1.3930 -1.2355 -0.1653 -1.177 -0.928 0.518
H -4.4657 -3.4385 0.3115 0.070 0.035 0.009
H -3.5301 -2.7623 1.6472 -0.020 -0.064 -0.068
H -2.7738 -3.9118 0.5267 -0.084 0.039 0.029
H -4.2330 -2.4548 -2.4162 0.076 -0.004 -0.010
H -2.5880 -3.1124 -2.4784 -0.045 0.063 -0.004
H -2.8899 -1.4362 -2.9614 -0.044 -0.102 0.050
H -5.0822 -0.4664 -0.4909 0.056 0.034 0.032
H -3.7313 0.6476 -0.7636 -0.056 -0.032 0.045
H -4.0704 0.0524 0.8681 0.000 0.012 -0.057
C -1.1470 0.8952 -3.1782 -0.052 0.008 0.048
C 0.1394 1.7268 -3.2328 0.009 -0.066 0.141
C 1.3563 0.8471 -3.5322 0.079 0.015 0.027
C 0.2922 2.6153 -2.0047 -0.193 0.262 -0.568
C 0.1914 3.9911 -2.1848 0.042 -0.116 -0.069
C 0.2700 4.8631 -1.1131 0.002 -0.079 0.018
C 0.4566 4.3499 0.1567 -0.034 -0.036 0.133
C 0.5721 2.9798 0.3908 0.179 0.497 0.576
C 0.8032 2.5270 1.8205 0.002 0.112 0.040
C -0.4115 1.8128 2.4138 -0.111 -0.124 0.004
C 2.1138 1.7649 2.0222 0.075 -0.062 -0.006
C 0.4784 2.1310 -0.7042 0.244 -0.835 -0.463
N 0.5867 0.7427 -0.5745 0.002 0.975 0.434
H -1.2618 0.3201 -4.1004 0.014 0.028 0.013
H -2.0235 1.5376 -3.0673 0.012 0.011 -0.013
H -1.1358 0.1948 -2.3423 0.038 0.014 -0.050
H 0.0401 2.4217 -4.0692 -0.015 0.015 -0.053
H 1.4965 0.0829 -2.7684 -0.054 0.027 -0.074
H 2.2698 1.4443 -3.5947 -0.035 -0.002 -0.002
H 1.2146 0.3421 -4.4904 0.011 0.023 0.013
H 0.0505 4.3746 -3.1884 -0.015 0.002 0.017
H 0.1883 5.9322 -1.2650 0.003 -0.029 0.000
H 0.5175 5.0249 1.0024 0.020 -0.020 -0.002
H 0.9102 3.4544 2.3877 -0.022 0.063 0.025
H -0.6197 0.8599 1.9210 0.076 0.061 0.013
H -1.3070 2.4325 2.3221 0.043 0.004 0.032
H -0.2380 1.6134 3.4743 -0.024 -0.001 -0.016
H 2.1266 0.8129 1.4952 -0.013 0.049 0.066
H 2.2610 1.5600 3.0859 -0.001 0.041 -0.014
H 2.9620 2.3548 1.6675 -0.021 0.018 0.032
```
Forces are in eV/Å.


CH4FN2O as an isolated structure at a distorted geometry. Source: OMol25; level of theory: ωB97M-V with the def2-TZVPD basis set.

Output
Charge   -1
Largest force on an atom   5.53 eV/Å
E_HOMO   -2.78 eV
M   79.05 g mol⁻¹
Frontier orbital gap   7.51 eV

```
9
Properties=species:S:1:pos:R:3:forces:R:3
C -0.0136 -0.0436 0.3660 -0.084 -0.440 5.513
N 1.2417 0.6104 0.1235 -1.473 -1.037 0.259
N -1.0969 0.3788 -0.2554 0.164 -1.925 3.218
O -2.3137 -0.0074 0.1676 -0.550 0.344 -0.006
F 0.6586 -1.9003 0.0108 -0.002 0.585 -0.101
H -0.1774 -0.3741 1.6568 0.159 0.901 -4.646
H 0.9462 0.9948 -0.7319 0.719 1.473 -1.815
H 1.8427 -0.1577 -0.1241 0.512 -0.518 0.084
H -1.0876 0.4991 -1.2133 0.557 0.617 -2.505
```
Forces are in eV/Å.